Here is a structure of composition C24H42FNNbO8S3 from the Open Molecules 2025 dataset. Energies are from ωB97M-V/def2-TZVPD.

## Properties
- 2S+1: 1
- Lowest unoccupied orbital energy: 2.07 eV
- HOMO: -0.167 Ha
- Total charge: -1

```
80
C24H42FNNbO8S3 | the Open Molecules 2025 dataset | ωB97M-V/def2-TZVPD
C -0.955 -4.109 2.486
C -2.424 -3.821 2.938
F -2.360 -3.302 4.259
C -3.217 -2.801 2.041
Nb -2.239 -0.715 1.828
C -1.277 1.336 1.801
C -1.863 2.105 3.060
N -1.388 1.937 4.241
O -0.875 -1.582 0.531
C 0.112 -0.796 0.045
O 1.119 -0.452 0.625
C -0.033 -0.417 -1.477
C -0.664 -1.460 -2.313
C -0.840 -1.309 -3.754
C -0.355 -0.050 -4.360
C 0.256 0.977 -3.518
C 0.434 0.824 -2.062
H -0.332 -3.179 2.622
H -0.944 -4.306 1.373
H -0.441 -4.935 3.070
H -2.975 -4.806 2.884
H -4.200 -2.616 2.575
H -3.488 -3.188 1.020
H -3.372 -0.306 0.416
H -3.470 -0.061 2.978
H -1.177 -1.174 3.264
H -0.173 1.369 1.956
H -1.604 1.966 0.917
H -2.749 2.787 2.977
H -0.599 1.279 4.220
H -1.027 -2.405 -1.836
H -1.313 -2.122 -4.357
H -0.501 0.064 -5.458
H 0.580 1.922 -4.008
H 0.907 1.585 -1.407
C 4.275 4.590 0.512
C 3.694 5.617 1.488
C 2.171 5.455 1.472
S 1.854 3.744 1.043
O 1.196 3.703 -0.242
O 1.331 3.056 2.195
C 3.563 3.277 0.820
H 5.357 4.494 0.622
H 4.066 4.897 -0.516
H 4.074 5.419 2.494
H 3.984 6.635 1.223
H 1.732 5.669 2.445
H 1.710 6.085 0.709
H 3.646 2.544 0.019
H 3.916 2.849 1.760
C 1.934 -8.058 1.042
C 1.190 -9.384 0.855
C 0.236 -9.548 2.043
S -0.175 -7.889 2.584
O 0.365 -7.694 3.907
O -1.554 -7.615 2.268
C 0.869 -7.032 1.416
H 2.473 -7.764 0.140
H 2.661 -8.155 1.854
H 0.616 -9.351 -0.076
H 1.878 -10.228 0.784
H -0.676 -10.071 1.760
H 0.717 -10.064 2.874
H 1.279 -6.133 1.873
H 0.256 -6.768 0.553
C -2.054 5.376 -3.464
C -1.883 5.815 -4.922
C -0.796 6.893 -4.952
S 0.281 6.557 -3.558
O 0.172 7.648 -2.619
O 1.558 6.090 -4.045
C -0.644 5.167 -2.926
H -2.651 4.467 -3.382
H -2.558 6.165 -2.898
H -1.568 4.958 -5.525
H -2.818 6.186 -5.344
H -0.216 6.857 -5.872
H -1.218 7.890 -4.818
H -0.596 5.154 -1.838
H -0.198 4.258 -3.332
```

Here is a structure of composition C21H25ClMnN5O4S from the Open Molecules 2025 dataset. Energies are from ωB97M-V/def2-TZVPD.

## Properties
- 2S+1: 5
- Lowest unoccupied orbital energy (alpha / beta): -0.34 / -0.57 eV
- HOMO (alpha / beta): -0.312 / -0.319 Ha
- ⟨S²⟩: 6.05

```
58
C21H25ClMnN5O4S | the Open Molecules 2025 dataset | ωB97M-V/def2-TZVPD
Mn -1.286 -1.266 0.311
N -2.728 0.701 0.657
C -3.294 0.823 -0.701
C -3.784 -0.563 -1.114
O -4.901 -0.740 -1.579
N -2.903 -1.525 -0.777
C -3.402 -2.890 -0.712
C -2.776 -3.555 0.526
O -3.050 -4.678 0.869
O -1.911 -2.769 1.134
H -3.469 0.471 1.310
H -2.322 1.580 0.956
H -2.502 1.145 -1.376
H -4.129 1.522 -0.772
H -3.131 -3.473 -1.598
H -4.488 -2.913 -0.626
C 0.771 4.117 1.805
C 1.727 3.033 2.295
N 1.059 1.779 2.647
C 0.689 1.562 4.045
C -0.768 1.915 4.340
C 0.740 0.902 1.682
S 0.064 -0.625 2.151
N 1.064 1.270 0.439
C 0.582 0.758 -0.676
O -0.418 -0.015 -0.781
C 1.245 1.156 -1.940
C 0.858 0.538 -3.129
C 1.468 0.886 -4.322
C 2.462 1.854 -4.340
C 2.847 2.474 -3.158
C 2.243 2.128 -1.962
H 1.324 5.033 1.592
H 0.011 4.345 2.552
H 0.278 3.791 0.889
H 2.262 3.377 3.179
H 2.452 2.819 1.513
H 1.353 2.171 4.656
H 0.866 0.517 4.293
H -0.959 2.976 4.178
H -1.002 1.677 5.378
H -1.430 1.332 3.700
H 0.080 -0.214 -3.104
H 1.162 0.403 -5.240
H 2.935 2.125 -5.275
H 3.617 3.235 -3.170
H 2.530 2.605 -1.036
Cl 4.375 -2.881 -0.379
C 2.737 -3.348 -0.650
C 2.426 -4.626 -1.086
C 1.092 -4.933 -1.293
C 0.135 -3.957 -1.068
N 0.441 -2.734 -0.640
C 1.719 -2.436 -0.426
H 3.209 -5.352 -1.255
H 0.796 -5.920 -1.615
H -0.914 -4.162 -1.241
H 1.951 -1.443 -0.060
```

Here is an isolated molecule of CH3ClN2O2 from the Open Molecules 2025 dataset. Energies are from ωB97M-V/def2-TZVPD.

## Properties
- 2S+1: 1
- Lowest unoccupied orbital energy: 0.52 eV
- HOMO: -0.354 Ha

```
9
CH3ClN2O2 | the Open Molecules 2025 dataset | ωB97M-V/def2-TZVPD
C 1.165 -0.285 -0.066
N -0.276 -0.377 -0.203
Cl -1.098 -1.804 0.010
N -1.255 0.815 0.124
O -0.738 1.867 0.069
O -2.411 0.521 0.166
H 1.438 -0.606 0.849
H 1.521 -0.882 -0.796
H 1.654 0.752 -0.153
```

Number 1: M 680.70 u. Number 2: M 533.92 u. Number 3: M 110.50 u.